Entry 1:
Here is a structure of composition C43H36N2ORuS2Se at a distorted geometry from the Open Molecules 2025 dataset. Energies are from the ωB97M-V functional and the def2-TZVPD basis.

Values from the calculation:
- E_HOMO (alpha / beta): -9.98 / -10.10 eV
- Net charge: +1
- LUMO level (alpha / beta): -3.60 / -3.19 eV
- Relative energy (zero: lowest compared OMol25 entry of this formula, charge and spin): 205.97 kJ/mol
- Kohn-Sham gap (alpha / beta): 6.4 / 6.9 eV
- Multiplicity: 2

```
86
Properties=species:S:1:pos:R:3:lowdin_charge:R:1
Ru 0.0647 -0.1797 0.0673 0.779
S -1.6031 5.5427 1.0081 1.056
C -2.2933 7.0815 0.7374 -0.394
C -3.5470 6.9899 0.2200 -0.166
C -3.9607 5.6445 0.0407 -0.111
C -3.0160 4.7351 0.4239 -0.477
C -3.0901 3.2732 0.3539 -0.178
C -1.9312 2.4967 0.5259 -0.095
N -1.8768 1.1881 0.3961 0.083
C -3.0225 0.5352 0.1091 -0.139
C -4.2526 1.2004 0.0012 -0.121
C -5.4507 0.4362 -0.2048 -0.005
C -5.4050 -0.9073 -0.2787 -0.001
C -4.1554 -1.6090 -0.1787 -0.123
C -4.0781 -3.0034 -0.2064 0.038
C -2.8623 -3.6348 -0.0672 -0.169
C -1.7168 -2.8151 0.0203 -0.034
N -1.7596 -1.4948 0.0294 0.025
C -2.9681 -0.8854 -0.0250 -0.145
C -2.7396 -5.0909 0.0051 -0.470
C -1.6130 -5.8300 0.2267 -0.094
C -1.8590 -7.2262 0.2403 -0.156
C -3.1696 -7.5237 0.0311 -0.394
S -4.1161 -6.1198 -0.1770 1.069
C -4.2656 2.5945 0.1166 0.069
H -1.7325 7.9691 0.9804 0.073
H -4.1549 7.8463 -0.0295 0.110
H -4.9234 5.3705 -0.3670 0.113
H -1.0087 2.9948 0.7878 0.071
H -6.3921 0.9650 -0.2805 0.123
H -6.3097 -1.4861 -0.4131 0.124
H -4.9886 -3.5818 -0.3105 0.108
H -0.7375 -3.2641 0.0950 0.074
H -0.6356 -5.3999 0.3859 0.080
H -1.0936 -7.9708 0.4002 0.100
H -3.6304 -8.4974 -0.0073 0.073
H -5.2064 3.1245 0.0359 0.131
C 3.3287 5.2560 2.7058 -0.068
C 3.2865 5.0732 1.3276 -0.065
C 2.6135 3.9909 0.7921 -0.023
C 1.9633 3.0841 1.6322 -0.223
C 2.0401 3.2540 3.0134 -0.029
C 2.7160 4.3395 3.5481 -0.067
C 1.0890 2.0431 1.0838 -0.097
C 0.8494 1.7416 -0.1782 -0.182
C 0.4678 1.9408 -1.5244 -0.257
C -0.2142 3.0867 -1.9844 -0.028
C -0.7609 3.1039 -3.2462 -0.050
C -0.6644 1.9853 -4.0814 -0.058
C 0.0428 0.8742 -3.6680 -0.059
C 0.6318 0.8512 -2.4054 -0.066
H 3.8489 6.1081 3.1226 0.109
H 3.7734 5.7831 0.6721 0.109
H 2.5775 3.8398 -0.2806 0.120
H 1.5596 2.5341 3.6660 0.117
H 2.7536 4.4737 4.6208 0.109
H 0.5633 1.4324 1.8391 0.116
H -0.2967 3.9517 -1.3371 0.103
H -1.2689 3.9935 -3.5953 0.114
H -1.1202 1.9995 -5.0623 0.111
H 0.1674 0.0287 -4.3314 0.113
H 1.2890 0.0349 -2.1205 0.068
O 3.7927 0.4875 0.2697 -0.111
H 4.4281 0.7225 -0.4136 0.047
H 4.3126 0.3304 1.0638 0.046
C 1.8816 -8.0452 -0.1074 -0.042
C 1.7020 -6.5531 -0.0340 -0.276
C 1.7639 -5.8792 1.1801 -0.018
C 1.6778 -4.4941 1.2636 -0.311
C 1.7825 -3.8212 2.6050 -0.082
C 1.5137 -3.7632 0.0752 -0.527
Se 1.7347 -1.8498 0.1469 0.805
C 1.3917 -4.4214 -1.1580 -0.307
C 1.1806 -3.6955 -2.4609 -0.063
C 1.4894 -5.8089 -1.1849 -0.019
H 1.9655 -8.4835 0.8858 0.080
H 2.7890 -8.2892 -0.6619 0.088
H 1.0494 -8.5207 -0.6292 0.075
H 1.9106 -6.4481 2.0918 0.121
H 1.8329 -4.5577 3.4051 0.079
H 0.9268 -3.1681 2.7824 0.069
H 2.6747 -3.1954 2.6529 0.070
H 0.9203 -2.6510 -2.3041 0.019
H 0.3816 -4.1703 -3.0326 0.087
H 2.0877 -3.7300 -3.0674 0.092
H 1.4146 -6.3162 -2.1417 0.131
```

Entry 2:
Here is a cluster of 2 separate species, C2H6N3O in total at a distorted geometry from the Open Molecules 2025 dataset. Energies are from the ωB97M-V functional and the def2-TZVPD basis.

Values from the calculation:
- E_HOMO: -13.30 eV
- Net charge: +1
- LUMO level: -6.05 eV
- Relative energy (zero: lowest compared OMol25 entry of this formula, charge and spin): 487.06 kJ/mol
- Kohn-Sham gap: 7.3 eV

```
12
Properties=species:S:1:pos:R:3:lowdin_charge:R:1
C 0.6383 1.9881 -0.3681 0.035
C -0.1788 0.9141 0.1231 -0.061
N -2.1149 -5.1350 -0.4763 0.141
N -1.1502 -3.1358 0.1792 0.159
N -1.6926 -4.0651 -0.2150 -0.321
O 0.2464 -0.2337 0.3979 0.278
H 0.4951 2.9253 0.0278 0.083
H 0.2617 1.9201 -1.4634 0.181
H 1.7415 1.6202 -0.3481 0.161
H -1.0929 1.3129 0.4713 0.160
H -2.8914 -5.1969 -1.1250 0.106
H -0.3722 -0.7715 0.7786 0.079
```

Entry 3:
Here is a structure of composition C14H17N3O2Tl at a distorted geometry from the Open Molecules 2025 dataset. Energies are from the ωB97M-V functional and the def2-TZVPD basis.

Values from the calculation:
- E_HOMO: -3.67 eV
- Net charge: -1
- LUMO level: 2.58 eV
- Relative energy (zero: lowest compared OMol25 entry of this formula, charge and spin): 0.00 kJ/mol
- Kohn-Sham gap: 6.3 eV

```
37
Properties=species:S:1:pos:R:3:lowdin_charge:R:1
Tl 0.2818 -0.7952 2.1073 0.789
N -2.3335 -4.1738 -3.1513 -0.007
C -2.5977 -3.6295 -1.8974 -0.235
C -1.8455 -2.3340 -1.5938 -0.463
O -2.0644 -1.3530 -2.2049 0.111
O -0.8298 -2.3469 -0.5936 -0.147
H -1.6560 -4.9388 -3.1206 0.078
H -1.9063 -3.5977 -3.8439 0.067
H -2.3512 -4.3424 -1.1452 0.102
H -3.7210 -3.3310 -1.9207 0.144
N -0.2867 -1.0121 -0.5037 -0.116
C 1.0020 -0.7921 -1.0286 -0.363
C 1.6200 0.4584 -0.6095 -0.087
C 2.9407 0.7070 -0.9375 -0.124
C 3.7327 -0.1739 -1.7080 -0.157
C 3.1118 -1.2797 -2.1893 -0.124
C 1.7397 -1.6157 -1.8489 -0.055
H 1.0975 1.2390 -0.0490 0.076
H 3.2929 1.7703 -0.7503 0.110
H 4.7018 0.1683 -1.9487 0.068
H 3.5524 -2.0065 -2.8604 0.082
H 1.2386 -2.5486 -2.2467 0.107
C 1.9630 2.7445 2.3085 -0.077
C 0.4673 2.6942 2.3354 -0.450
C -0.3789 3.7304 2.6900 -0.099
C -1.6802 3.1899 2.4900 -0.117
C -1.5105 1.8736 2.0719 -0.458
C -2.7077 0.9932 1.8897 -0.072
N -0.2168 1.5916 1.9844 -0.102
H 2.3696 3.4916 3.0518 0.079
H 2.3278 3.1470 1.3279 0.069
H 2.4017 1.7739 2.4821 0.042
H -0.1230 4.7375 3.0376 0.082
H -2.6141 3.6342 2.8880 0.085
H -3.5700 1.4583 2.3795 0.070
H -2.5428 -0.0376 2.2565 0.037
H -2.9054 0.9056 0.8515 0.056
```

Entry 4:
Here is a cluster of 2 separate species, C4H9O3 in total at a distorted geometry from the Open Molecules 2025 dataset. Energies are from the ωB97M-V functional and the def2-TZVPD basis.

Values from the calculation:
- E_HOMO: -3.48 eV
- Net charge: -1
- LUMO level: 3.40 eV
- Relative energy (zero: lowest compared OMol25 entry of this formula, charge and spin): 151.71 kJ/mol
- Kohn-Sham gap: 6.9 eV

```
16
Properties=species:S:1:pos:R:3:lowdin_charge:R:1
C 0.1905 1.7231 -0.7140 -0.201
C -1.2354 1.2487 -0.9764 -0.127
C 0.4703 1.9915 0.7915 -0.775
O 0.7775 0.9833 1.4607 -0.091
O 0.3597 3.1840 1.1733 -0.113
H 0.9336 0.9834 -1.0179 0.085
H 0.3608 2.6460 -1.2449 0.077
H -1.8535 1.1896 -0.0734 0.075
H -1.2875 0.1996 -1.2757 0.038
H -1.7582 1.8103 -1.7449 0.047
C 0.6206 -2.8573 0.9017 -0.166
O 0.3187 -1.7043 0.1234 -0.131
H 0.0528 -2.0132 -0.7538 0.068
H 1.0041 -2.4547 1.8367 0.081
H 1.3285 -3.4993 0.3693 0.068
H -0.2824 -3.4306 1.1446 0.065
```